[1]
The following is a DFT calculation (wB97M-V/def2-TZVPD) of an isolated ion of composition C11H19N2O4P2 and charge +1 in a non-equilibrium geometry.

XYZ file:
```
38
Properties=species:S:1:pos:R:3:forces:R:3:mulliken_charge:R:1
N 0.3247 -0.9800 -3.2973 -0.130 0.133 -0.007 0.18
N -0.2684 0.1010 -2.8215 0.166 -0.331 -0.074 -0.59
H -2.1504 3.7484 1.8959 0.064 0.009 0.073 0.29
H 2.5526 -4.2115 2.2304 -0.220 0.233 0.282 0.31
H -0.7561 3.5661 0.8602 0.054 -0.059 -0.068 0.24
C 2.0215 -3.1501 0.4884 -0.064 0.021 -0.054 -0.03
H -3.5059 2.4894 0.6476 -0.142 -0.003 -0.129 0.36
H 1.6288 -2.5594 -3.1802 -0.064 -0.007 -0.136 0.49
C 0.9021 -0.3511 -0.7539 -0.645 0.315 -0.034 0.24
C -0.6535 1.6832 -1.1160 -0.041 -0.044 -0.292 -1.01
H 1.0090 -3.5359 0.4347 0.084 -0.377 -0.361 0.47
H -1.6263 1.0101 0.7175 0.115 -0.219 -0.039 -0.12
O -1.1622 -1.7136 1.1729 0.089 -0.331 0.283 -0.47
C 2.7919 -3.4303 1.5246 0.128 0.016 0.001 -0.85
C 2.5406 -2.3142 -0.6538 0.111 0.475 0.465 -1.28
C 0.0184 0.4228 -1.5758 -0.034 0.298 0.097 0.62
C -1.8866 1.4461 -0.2462 -0.176 0.503 0.398 0.11
H -2.5847 0.7787 -0.7516 0.115 -0.176 -0.071 0.38
C 1.5287 -1.4437 -1.3306 -0.094 -0.122 -0.196 0.55
H -2.0558 -1.7005 1.5579 -0.077 -0.036 -0.278 0.36
P 1.2864 0.0959 0.9738 1.460 -0.500 0.286 -0.10
C 1.1911 -1.7248 -2.6518 0.242 -0.306 0.162 -0.66
H -1.2587 5.4741 0.0128 -0.009 -0.011 0.026 0.31
H 0.8289 1.4068 1.1056 -0.579 -0.078 -0.141 0.02
O 0.5156 -2.0303 3.0742 -0.161 -0.179 -0.320 -0.52
H -0.9724 2.2275 -2.0048 0.062 -0.055 -0.098 0.45
C -1.8270 3.7837 0.8559 -0.104 0.140 -0.006 -0.40
O -2.0635 5.1018 0.3796 -0.014 0.026 -0.031 -0.55
H 0.0711 -1.2177 -4.2488 -0.077 0.118 -0.068 0.27
C -2.6312 2.7538 0.0533 -0.002 -0.229 0.175 -0.82
H 3.3175 -1.6561 -0.2500 0.049 0.000 -0.035 0.43
H -3.0041 3.2055 -0.8653 0.128 0.120 -0.065 0.41
H 0.0885 2.3098 -0.6257 -0.036 0.058 0.146 0.38
P -0.2117 -0.9323 2.2030 -0.641 1.047 0.171 0.95
H 3.0400 -2.9566 -1.3796 -0.151 -0.043 -0.127 0.53
H 3.7117 -2.8801 1.6775 0.258 -0.297 -0.086 0.27
O -0.9049 0.0953 2.9817 0.104 -0.052 0.012 -0.59
H 0.1542 -2.9117 2.9056 0.236 -0.057 0.138 0.35
```
Positions in Å, forces in eV/Å.

Summary:
charge	+1
orbital gap	7.507	eV
SMILES	C=CCc1c[nH+]nc(CCCCO)c1PP(=O)(O)O
E	-41456.9957	eV



[2]
The following is a DFT calculation (wB97M-V/def2-TZVPD) of one molecule with the formula C3H9NO in a non-equilibrium geometry.

XYZ file:
```
14
Properties=species:S:1:pos:R:3:forces:R:3:mulliken_charge:R:1
H -0.0936 1.7199 -0.7867 0.688 -1.587 2.339 0.20
H 0.9333 -0.5336 1.6400 -0.037 1.071 -0.784 0.29
O -1.8262 -1.0012 0.3447 0.711 1.603 2.903 -0.52
H -2.1869 0.4158 -1.1335 2.778 0.140 1.699 0.24
H -0.7659 1.4735 0.9326 0.667 -0.375 -0.319 0.35
N 1.8736 -0.8724 -0.2695 -3.984 -0.272 -0.776 -0.55
C 1.0866 0.0018 0.6667 2.819 3.645 -1.038 -0.64
H 1.1314 -1.7458 -0.5133 2.697 3.157 -0.426 0.27
C -0.2394 0.9291 0.1174 1.220 -0.150 -1.194 -0.36
H -1.9761 -0.6037 1.3181 0.617 -1.101 -3.521 0.31
H 2.0234 -0.0153 -0.9394 -0.352 -3.518 -0.179 0.32
C -1.1609 -0.0059 -0.5323 -6.030 -1.217 -1.495 -0.54
H 2.0281 0.8293 0.5435 -2.788 -1.254 2.370 0.30
H -0.8274 -0.5916 -1.3881 0.993 -0.143 0.421 0.35
```
Positions in Å, forces in eV/Å.

Summary:
charge	0
energy relative to the best compared isomer or geometry (same formula, charge and spin)	103.2	kcal per mole
orbital gap	10.112	eV
SMILES	NCCCO
E	-6790.5816	eV